# 1
Molecular formula: C14H21O4P2Sc
Method: DFT, wB97M-V/def2-TZVPD

The value obtained for the highest occupied orbital energy is -14.590 eV. The lowest unoccupied orbital energy comes out at -0.2713 Eh. The HOMO-LUMO gap is 7.21 eV. The value obtained for the total energy is -2290.04590 Ha. Its total charge is +2.

Atoms and positions in Å:
Sc 1.1426 1.2167 -0.4179
C 0.8896 -1.1806 -3.4393
P 0.2903 0.4340 -2.8673
C 0.1436 1.4399 -4.3710
C -1.4450 0.1052 -2.3507
C -2.1416 1.3365 -1.7528
P -1.4096 1.8598 -0.1524
C -2.0299 3.5360 0.1452
C -2.2088 0.8234 1.1058
H 0.1995 -1.5720 -4.1866
H 0.9510 -1.8728 -2.6007
H 1.8774 -1.0825 -3.8879
H -0.5163 0.9354 -5.0765
H 1.1255 1.5572 -4.8285
H -0.2495 2.4326 -4.1568
H -1.4164 -0.7201 -1.6375
H -1.9867 -0.2542 -3.2268
H -3.2000 1.1347 -1.5792
H -2.0934 2.1865 -2.4369
H -3.1183 3.5224 0.0746
H -1.6332 4.2343 -0.5915
H -1.7442 3.8753 1.1404
H -3.2863 0.9801 1.0556
H -1.8542 1.0918 2.1010
H -1.9884 -0.2294 0.9295
O 0.5569 -3.1758 0.8104
C 0.9885 -2.8058 2.0265
C 1.0826 -3.7186 3.0692
C 1.5115 -3.3068 4.3139
C 1.8576 -1.9731 4.5679
C 1.7690 -1.0638 3.5515
C 1.3386 -1.4571 2.2603
C 1.2897 -0.4604 1.2493
O 0.9510 -0.6766 0.0010
O 1.5818 0.7931 1.4845
H 0.3750 -4.1258 0.8081
H 0.8164 -4.7556 2.8962
H 1.5809 -4.0374 5.1103
H 2.1943 -1.6719 5.5496
H 2.0345 -0.0283 3.7139
O 3.1729 3.6220 1.1808
C 2.6010 3.0518 0.4147

Atomic forces in eV per Å
0.162 0.664 -0.476
-0.044 0.052 0.052
-0.067 -0.039 -0.119
0.034 0.020 0.045
0.023 0.084 -0.068
0.020 -0.068 0.049
-0.172 -0.013 -0.055
0.044 -0.006 -0.037
0.049 -0.005 -0.053
0.010 -0.053 -0.030
-0.012 -0.013 0.021
0.002 0.031 -0.003
-0.010 0.011 -0.051
0.008 -0.003 -0.005
-0.022 0.004 0.008
-0.010 -0.063 0.065
-0.088 -0.004 -0.019
-0.051 -0.016 -0.051
0.011 0.026 -0.010
-0.012 0.047 0.013
-0.019 -0.008 -0.002
-0.002 -0.021 0.007
-0.039 -0.030 0.043
0.013 0.024 -0.016
-0.005 -0.019 -0.013
0.020 -0.011 -0.004
-0.071 -0.010 -0.090
0.031 -0.054 0.110
0.015 -0.043 0.050
0.000 -0.033 0.001
0.008 0.010 -0.033
0.019 0.054 0.066
-0.038 0.049 -0.079
0.015 -0.421 0.409
-0.030 -0.477 0.263
0.004 0.043 -0.020
0.011 0.033 0.013
-0.004 0.023 -0.014
-0.016 -0.018 -0.016
-0.004 -0.015 -0.014
0.049 0.131 -0.141
0.170 0.137 0.202

=====

# 2
Molecular formula: C14H22BLaNO2
Method: DFT, wB97M-V/def2-TZVPD

The value obtained for the highest occupied orbital energy is -2.024 eV. The lowest unoccupied orbital energy comes out at 0.0880 Eh. The HOMO-LUMO gap is 4.42 eV. The value obtained for the total energy is -808.24107 Ha. Its total charge is -1.

Atoms and positions in Å:
C 3.0189 -2.6029 -1.8801
C 3.3430 -1.2106 -1.7253
C 2.2031 -0.4486 -2.1375
C 1.1747 -1.3537 -2.5375
C 1.6813 -2.6859 -2.4003
La 1.3455 -1.7610 0.1456
C 3.6848 -1.1027 1.9308
C 3.9851 -2.4117 1.9969
C 4.1056 -3.6811 2.3524
N -0.4861 -2.7128 -0.2411
H 2.1264 0.6419 -2.1374
H 4.3255 -0.8129 -1.4435
H 0.1937 -1.0683 -2.9382
H 1.1374 -3.6101 -2.6318
H 3.7103 -3.4441 -1.7093
H 4.2121 -0.4265 1.2393
H -1.3120 -3.2647 -0.5228
H 2.8853 -0.6252 2.5366
H 5.1127 -4.0387 2.6264
H 3.3011 -4.4405 2.3971
C -3.3371 1.7830 -1.2562
C -2.0641 1.9970 -0.4685
C -1.5913 3.4325 -0.6836
O -1.0457 1.1306 -1.0160
B -0.4567 0.5933 0.0760
O -0.8422 0.9794 1.3195
C -2.1288 1.5770 1.0643
C -2.2900 2.7070 2.0482
C -3.1916 0.5165 1.3591
H -4.1077 2.4711 -0.8859
H -3.7130 0.7558 -1.1808
H -3.1614 2.0101 -2.3144
H -1.3981 3.5812 -1.7537
H -2.3704 4.1454 -0.3810
H -0.6681 3.6587 -0.1327
H -3.2973 3.1336 1.9676
H -2.1637 2.3094 3.0610
H -1.5572 3.5068 1.8896
H -3.0911 -0.3763 0.7270
H -3.0813 0.2021 2.4038
H -4.1918 0.9464 1.2364

Atomic forces in eV per Å
-0.245 0.368 -0.524
-0.176 -0.130 -0.725
0.425 -0.409 -0.208
0.814 -0.326 -0.541
0.616 0.434 -0.329
-2.016 0.555 -0.006
0.799 -0.969 -0.247
-1.008 0.885 1.171
0.356 0.248 -0.221
-0.671 -0.952 0.916
-0.008 -0.505 0.043
-0.505 -0.151 -0.007
0.521 -0.224 0.506
0.281 0.597 0.253
-0.493 0.482 -0.038
-0.830 -0.602 -0.263
0.494 0.379 -0.093
1.131 -0.390 0.373
-0.654 0.337 0.569
0.503 0.556 -0.999
-0.468 -0.023 0.079
-0.075 0.323 0.190
-0.025 0.296 0.041
-1.352 0.704 0.399
4.950 -2.991 -0.314
-1.495 0.898 -0.117
-0.568 0.183 0.004
-0.251 0.554 0.057
-0.136 -0.033 -0.056
-0.072 -0.114 -0.088
0.173 0.244 -0.021
0.040 -0.049 0.192
0.007 -0.078 0.215
0.148 -0.027 -0.003
-0.227 -0.163 -0.150
0.068 0.088 0.084
-0.015 0.076 -0.150
-0.134 -0.227 0.079
0.093 0.264 0.118
0.015 0.016 -0.188
-0.009 -0.125 -0.005

=====

# 3
Molecular formula: C14H22BrKN4O5
Method: DFT, wB97M-V/def2-TZVPD

The value obtained for the highest occupied orbital energy is -8.280 eV. The lowest unoccupied orbital energy comes out at 0.0064 Eh. The HOMO-LUMO gap is 8.46 eV. The value obtained for the total energy is -4315.88922 Ha.

Atoms and positions in Å:
K 0.4578 1.6147 -0.5467
O -2.9723 5.1342 0.9611
C -2.0200 4.3391 0.4286
O -2.2646 3.3731 -0.2418
C -0.6449 4.8566 0.7809
O 0.2806 3.9075 0.3725
C 1.6613 4.3440 0.4639
C 2.5737 3.3156 -0.2028
O 3.5863 2.9950 0.4342
O 2.1590 2.8743 -1.3153
H -3.8100 4.7526 0.6551
H -0.6098 5.0580 1.8561
H -0.5134 5.8153 0.2644
H 1.9373 4.4600 1.5101
H 1.7599 5.3008 -0.0595
C 1.9259 -4.2617 0.4356
N 1.1808 -3.3142 -0.3837
C -0.1936 -3.7001 -0.6141
C 1.4640 -1.9620 -0.2738
N 0.5786 -1.0182 -0.2028
N 2.8026 -1.6478 -0.2532
C 3.7447 -2.3742 -1.0930
C 3.1799 -0.2589 0.0045
H 1.3524 -4.5397 1.3269
H 2.8613 -3.8243 0.7704
H 2.1452 -5.1706 -0.1264
H -0.2185 -4.7310 -0.9657
H -0.6535 -3.0740 -1.3760
H -0.8070 -3.6495 0.2961
H -0.3435 -1.4127 -0.0640
H 3.2822 -3.2666 -1.5053
H 4.6330 -2.6688 -0.5303
H 4.0686 -1.7392 -1.9225
H 3.0330 0.3913 -0.8644
H 4.2387 -0.2303 0.2587
H 2.6277 0.1349 0.8535
Br -3.8487 -3.5715 1.5784
C -3.7844 -1.9211 0.6870
C -4.8036 -1.5264 -0.1552
C -4.6947 -0.2876 -0.7601
C -3.5782 0.4939 -0.5046
N -2.5785 0.1027 0.2921
C -2.6960 -1.0901 0.8844
H -5.6572 -2.1674 -0.3288
H -5.4689 0.0718 -1.4252
H -3.4740 1.4740 -0.9517
H -1.8992 -1.4014 1.5527

Atomic forces in eV per Å
-1.749 -1.404 0.153
-0.007 -0.373 -0.290
0.108 0.339 0.197
0.011 0.046 0.037
-0.071 -0.171 -0.109
0.586 0.458 0.139
-0.606 0.401 0.160
0.432 -0.350 -0.376
-0.139 0.044 -0.154
1.308 0.970 -0.058
-0.105 0.157 0.121
0.018 0.006 0.077
0.032 0.047 -0.029
-0.001 0.050 0.094
0.013 0.036 0.020
-0.028 0.010 0.058
-0.001 -0.131 0.004
-0.056 -0.065 0.077
0.139 0.428 0.014
0.219 -0.523 0.004
-0.078 0.084 0.020
-0.034 0.069 -0.039
0.078 -0.192 -0.058
-0.052 -0.003 -0.001
-0.029 0.004 -0.028
-0.017 -0.019 -0.036
0.036 -0.025 -0.007
0.058 0.039 -0.046
-0.010 0.013 0.030
-0.029 0.010 -0.017
0.009 0.039 -0.015
-0.001 0.026 0.053
-0.002 0.002 -0.028
-0.021 0.000 0.046
-0.008 -0.001 -0.008
-0.038 -0.017 -0.019
-0.024 -0.259 0.107
0.056 0.117 -0.027
-0.133 -0.027 -0.072
-0.056 0.049 -0.043
0.228 -0.070 0.074
-0.223 -0.242 0.056
0.106 0.345 -0.071
-0.002 0.003 0.006
0.017 -0.005 0.019
0.043 -0.007 0.006
0.023 0.089 -0.040

=====

# 4
Molecular formula: C14H22Cl4F2O12
Method: DFT, wB97M-V/def2-TZVPD

The value obtained for the highest occupied orbital energy is -10.784 eV. The lowest unoccupied orbital energy comes out at 0.0068 Eh. The HOMO-LUMO gap is 10.97 eV. The value obtained for the total energy is -3490.01461 Ha. The SMILES is O=C1OC[C@@H](F)O1.O=C1OC[C@@H](F)O1.COC(=O)OC.COC(=O)OC.ClCCl.ClCCl.

Atoms and positions in Å:
O -3.9331 -4.2322 3.0146
C -3.9326 -3.2280 2.3496
O -4.6788 -2.2061 2.6557
C -4.6470 -1.2204 1.6535
C -3.3684 -1.7027 0.8425
F -2.2664 -0.9826 1.1529
O -3.1998 -3.0203 1.2757
H -5.5375 -1.0784 1.0411
H -4.4774 -0.2380 2.0941
H -3.5110 -1.6010 -0.2334
O 3.4136 4.8425 -1.2285
C 2.1466 4.9908 -1.2275
O 1.4672 5.2440 -2.3438
C 0.0960 5.3110 -2.0984
C 0.1310 5.6719 -0.6710
F -0.8741 5.1812 0.0227
O 1.2852 4.9784 -0.2228
H -0.3375 6.1688 -2.6126
H -0.2903 4.3240 -2.3525
H 0.2348 6.7131 -0.3660
C -0.9371 -1.1604 4.4063
O -0.9377 -0.1782 3.4028
C 0.0197 0.7967 3.3113
O 0.8697 1.0042 4.1288
O -0.2315 1.4643 2.1786
C 0.6703 2.4906 1.9009
H -1.0150 -0.6193 5.3493
H 0.0018 -1.7128 4.4442
H -1.6712 -1.9661 4.3975
H 0.8431 2.3631 0.8322
H 1.6047 2.4645 2.4615
H 0.2572 3.4891 2.0434
C -0.4525 -3.2611 -0.3059
O 0.8013 -3.8789 -0.1537
C 1.7367 -3.5716 -1.0493
O 1.5905 -2.6916 -1.9230
O 2.8126 -4.2403 -0.7261
C 3.9983 -4.0129 -1.4746
H -0.4168 -2.1727 -0.3533
H -1.0515 -3.5504 0.5576
H -0.8538 -3.6740 -1.2315
H 3.8631 -3.9728 -2.5554
H 4.7675 -4.7560 -1.2641
H 4.4944 -3.0607 -1.2864
Cl 4.1857 -0.9942 -3.4701
C 2.7092 -0.2764 -4.1758
Cl 2.6486 -0.5230 -5.9859
H 1.8540 -0.8275 -3.7846
H 2.7048 0.8082 -4.0677
Cl -2.0359 0.1253 -2.4365
C -0.4807 0.4319 -1.5384
Cl 0.6056 1.6418 -2.2621
H -0.7409 0.6132 -0.4956
H 0.0654 -0.5078 -1.6202

Atomic forces in eV per Å
0.412 0.691 -0.908
-0.292 -3.008 2.466
-1.935 1.592 0.446
2.030 0.658 -0.696
-1.690 1.087 -0.232
0.253 0.133 0.231
0.759 0.489 -1.652
-0.176 -0.906 0.057
0.329 -0.130 0.184
0.139 -0.536 -0.021
-5.973 0.414 0.560
5.968 -0.544 -0.900
1.565 0.296 -1.802
-0.285 0.876 -0.717
0.307 -0.523 1.554
-1.755 -0.664 0.898
0.868 0.064 1.314
-0.076 -0.504 -0.664
-0.762 0.288 0.335
0.096 0.263 -0.586
1.648 0.262 1.916
-0.302 0.489 -1.784
-1.348 -1.484 0.943
0.057 0.038 -0.290
-0.397 -0.940 1.235
0.963 1.245 -1.291
-0.106 -0.331 0.294
0.331 0.240 -0.158
-0.676 0.745 -0.981
0.444 0.354 0.016
-0.149 -0.447 -0.029
-0.412 -0.163 0.163
-0.702 -0.236 -0.356
0.874 -0.257 0.294
-1.039 2.937 -0.964
0.581 -2.222 1.584
0.900 -0.494 -0.283
1.233 0.592 -1.052
0.289 -0.097 -0.030
0.185 -0.106 -0.243
-0.555 0.340 0.040
-0.591 -0.354 0.040
-0.636 -0.362 0.337
-0.516 0.262 0.619
-0.419 0.448 -0.258
0.244 -0.477 -1.079
0.090 0.014 0.758
0.203 0.377 0.140
0.001 -0.432 0.396
0.781 0.479 0.370
-0.170 -1.107 -0.360
-0.662 0.040 0.336
0.137 0.487 -0.247
-0.065 0.125 0.055

=====

# 5
Molecular formula: C14H22CoN4O9S
Method: DFT, wB97M-V/def2-TZVPD

The value obtained for the highest occupied orbital energy (spin up / spin down) is -8.833 / -9.183 eV. The lowest unoccupied orbital energy (spin up / spin down) comes out at -0.0382 / -0.0381 Eh. The HOMO-LUMO gap (spin up / spin down) is 7.79 / 8.15 eV. As for the spin multiplicity: 4. The value obtained for the total energy is -3223.80500 Ha. Its expectation value of S² is 3.76.

Atoms and positions in Å:
Co 2.0524 0.5373 1.2840
O 2.9149 2.4398 1.7107
C 4.0841 2.6586 0.8918
C 4.8356 1.3487 0.8633
N 4.0104 0.2799 0.2987
C 3.7656 0.4428 -1.1391
C 2.4252 1.1518 -1.4441
O 2.3092 1.7805 -2.4778
O 1.4997 0.9568 -0.5578
C 4.4789 -1.0379 0.7361
C 3.9131 -1.4175 2.1215
O 4.5113 -2.2326 2.7920
O 2.7882 -0.8498 2.4234
H 2.3290 3.2004 1.6325
H 4.6966 3.4418 1.3404
H 3.7755 2.9698 -0.1090
H 5.0958 1.0713 1.8869
H 5.7700 1.4746 0.3011
H 3.6878 -0.5445 -1.5965
H 4.5818 0.9677 -1.6423
H 5.5697 -1.1114 0.7548
H 4.1160 -1.7915 0.0355
C -5.0295 -1.5824 -4.2359
C -4.4284 -0.6470 -3.1972
S -4.0867 -1.5436 -1.7002
O -5.3210 -2.0428 -1.1539
O -3.0032 -2.4632 -1.9478
C -3.4546 -0.2968 -0.5885
C -3.0915 -0.9663 0.7347
N -2.0232 -0.2278 1.4037
C -0.7121 -0.5046 1.2450
N 0.0417 0.3827 1.8820
C -0.8007 1.2677 2.4797
C -2.0801 0.9117 2.1810
N -3.2785 1.5930 2.5534
O -4.3320 1.1975 2.0810
O -3.1588 2.5239 3.3208
C -0.2090 -1.6631 0.4658
H -5.2301 -1.0239 -5.1486
H -5.9641 -2.0091 -3.8756
H -4.3402 -2.3913 -4.4724
H -5.1119 0.1603 -2.9317
H -3.4808 -0.2223 -3.5311
H -4.2045 0.4812 -0.4515
H -2.5651 0.1247 -1.0605
H -2.7089 -1.9701 0.5571
H -3.9501 -1.0338 1.3913
H -0.4681 2.0994 3.0749
H -0.5157 -2.6012 0.9315
H 0.8774 -1.6420 0.4462
H -0.5810 -1.6478 -0.5594

Atomic forces in eV per Å
0.052 -0.189 0.005
-0.053 0.093 0.061
0.019 -0.020 -0.016
0.045 0.029 0.006
-0.068 0.086 0.005
-0.065 0.032 -0.030
0.044 -0.057 -0.019
0.028 -0.024 0.032
0.048 -0.026 0.010
0.027 -0.047 0.019
0.094 -0.026 -0.003
-0.011 0.026 -0.029
-0.043 -0.026 -0.079
-0.016 -0.018 -0.021
0.007 -0.018 -0.007
0.018 -0.007 0.001
-0.016 0.001 0.002
-0.015 0.007 -0.009
0.004 0.004 -0.008
-0.022 0.033 0.011
-0.012 0.008 0.029
-0.023 0.002 0.008
-0.006 -0.032 -0.007
0.031 0.062 0.004
0.003 0.019 0.001
-0.046 0.024 0.019
0.056 -0.014 -0.015
-0.017 0.050 -0.044
0.013 -0.064 0.033
0.082 0.042 -0.006
-0.082 -0.028 0.010
-0.031 0.174 0.067
-0.071 -0.040 -0.084
0.081 0.038 0.027
-0.023 -0.093 0.110
0.002 0.030 -0.043
0.007 0.044 -0.028
0.029 -0.024 -0.022
-0.009 -0.002 0.000
0.006 -0.007 -0.007
-0.005 -0.009 0.007
-0.011 -0.009 0.026
0.006 -0.008 0.029
-0.012 -0.021 -0.011
-0.004 -0.010 -0.025
-0.018 0.016 -0.008
-0.019 -0.003 -0.010
-0.001 0.005 0.007
-0.010 0.001 -0.009
0.006 0.001 0.011
0.001 -0.008 0.003

=====

# 6
Molecular formula: C14H22F5N4O4PS2TaTe
Method: DFT, wB97M-V/def2-TZVPD

The value obtained for the highest occupied orbital energy (spin up / spin down) is -14.937 / -15.034 eV. The lowest unoccupied orbital energy (spin up / spin down) comes out at -0.2451 / -0.3072 Eh. The HOMO-LUMO gap (spin up / spin down) is 8.27 / 6.67 eV. As for the spin multiplicity: 2. The value obtained for the total energy is -3028.56256 Ha. Its expectation value of S² is 0.76. Its total charge is +2.

Atoms and positions in Å:
Ta 1.3242 1.2469 -0.5435
C -4.1021 -0.9005 1.7075
C -2.8027 -1.6233 1.9204
O -1.7062 -0.6266 1.8036
P -0.2094 -0.9746 2.0114
S 0.9598 0.5388 2.5063
S 0.8901 -1.3160 0.3457
O -0.2218 -2.2084 2.9544
C 0.9866 -2.8965 3.4507
C 0.7569 -4.3791 3.3486
H -4.9170 -1.6165 1.8173
H -4.1576 -0.4687 0.7094
H -4.2371 -0.1160 2.4509
H -2.6245 -2.3914 1.1688
H -2.7286 -2.0612 2.9116
H 1.1132 -2.5592 4.4765
H 1.8383 -2.5672 2.8555
H -0.1196 -4.6770 3.9216
H 1.6234 -4.8996 3.7567
H 0.6286 -4.6878 2.3116
C -1.9769 3.2120 0.4104
C -1.7746 1.8786 -0.2126
O -0.6335 1.3478 -0.0693
C -2.7949 1.1739 -0.9376
C -2.4899 -0.0529 -1.5523
C -3.4684 -0.7357 -2.2423
C -4.7545 -0.2059 -2.3234
C -5.0666 1.0115 -1.7270
C -4.0920 1.7032 -1.0369
H -1.1571 3.4336 1.0885
H -2.9290 3.2738 0.9332
H -1.9843 3.9646 -0.3836
H -1.4844 -0.4447 -1.4957
H -3.2387 -1.6742 -2.7274
H -5.5216 -0.7462 -2.8627
H -6.0661 1.4149 -1.8062
H -4.3371 2.6509 -0.5787
N 5.7924 0.7151 -2.2140
C 6.2803 0.2933 -1.0524
N 7.5628 -0.0028 -0.9212
N 5.5131 0.1334 0.0421
C 4.2871 0.3917 0.0798
N 3.1376 0.5924 0.2248
H 6.3749 0.7881 -3.0323
H 4.8173 0.9627 -2.3163
H 8.2232 0.1008 -1.6730
H 7.8941 -0.3287 -0.0276
F 1.4820 2.8603 0.3802
Te 1.9803 2.8264 -3.3440
F 0.3890 2.7338 -1.9878
F 3.3836 2.0100 -4.2915
F 0.8244 0.2150 -2.0557
F 0.8567 1.7460 -4.3137
O 2.6764 1.9413 -1.8591

Atomic forces in eV per Å
-0.414 -0.087 -0.017
0.011 0.002 -0.006
0.022 0.000 0.006
-0.059 0.061 0.065
0.029 -0.279 -0.142
0.136 0.289 0.179
-0.015 -0.075 0.061
-0.040 0.045 -0.025
0.020 -0.007 0.018
-0.005 0.005 0.004
-0.008 0.001 0.005
-0.014 -0.031 0.026
-0.003 0.005 0.008
0.005 0.008 -0.020
-0.009 -0.010 0.006
-0.007 0.002 0.000
-0.003 0.002 -0.007
0.001 0.000 0.003
-0.001 -0.001 0.000
0.003 0.004 0.000
0.010 0.005 -0.002
0.077 0.088 0.181
-0.149 -0.181 -0.282
-0.018 0.032 -0.028
0.005 0.030 -0.010
-0.011 0.003 0.004
-0.013 -0.008 -0.006
0.010 -0.007 -0.003
0.029 0.020 -0.032
-0.001 -0.009 -0.011
-0.004 0.007 0.002
-0.026 0.002 -0.018
0.021 -0.016 0.007
0.000 -0.005 0.004
0.002 0.000 -0.008
-0.004 -0.001 0.004
-0.005 0.003 0.010
-0.042 0.032 -0.083
0.029 0.006 -0.002
-0.026 0.001 0.010
-0.004 -0.019 0.006
-0.058 -0.044 0.152
0.062 -0.072 -0.140
-0.003 0.012 -0.003
0.040 0.000 0.017
-0.004 -0.008 -0.008
0.000 0.009 -0.002
0.096 0.216 0.107
0.139 0.583 -0.036
0.098 -0.161 0.190
0.199 0.071 -0.088
0.078 -0.053 0.062
-0.146 -0.276 -0.024
-0.028 -0.195 -0.133